# 1
Entry from OMol25: C9H18OSi2 in the gas phase at a distorted geometry (the ωB97M-V functional and the def2-TZVPD basis).

Each line ends with the natural charge from an NBO analysis.
Atoms and positions in Å:
C: -3.165519 0.192317 -2.241050  -0.31
C: -2.475845 -0.954027 -2.133955  -0.12
C: -2.651466 1.503064 -1.585510  -0.41
C: 2.497307 -1.058231 -0.347645  -0.41
C: 1.681484 -2.301361 -0.006975  -0.42
C: 2.327231 -0.049351 0.779612  -0.45
C: 0.320763 -1.982784 0.478375  -0.08
C: -1.852267 1.592975 -0.323436  -0.89
C: 0.815695 0.255114 1.042660  -0.48
O: 0.111061 -0.901486 1.312772  -0.57
Si: -0.015096 1.226168 -0.393458  1.00
Si: 0.632316 1.290773 2.732970  0.91
H: -3.869554 0.442297 -2.994234  0.21
H: -2.435013 -2.019070 -2.380187  0.19
H: -2.168450 2.024691 -2.477524  0.22
H: -3.606909 2.182328 -1.459803  0.20
H: 3.648640 -1.244963 -0.453212  0.21
H: 2.256825 -0.539012 -1.253412  0.21
H: 1.667317 -2.994660 -0.853238  0.23
H: 2.242949 -2.749852 0.898526  0.19
H: 2.725426 -0.641051 1.675709  0.20
H: 2.920243 0.898267 0.646686  0.23
H: -0.291749 -1.823537 -0.442187  0.17
H: 0.102422 -2.911183 0.978488  0.20
H: -1.922504 2.640801 -0.004817  0.24
H: -2.173844 0.948763 0.445459  0.25
H: 0.861121 2.324922 -0.856857  -0.20
H: 1.102670 2.764867 2.540656  -0.16
H: 1.421773 0.766856 3.782323  -0.17
H: -0.707025 1.116366 2.893264  -0.18

Cartesian forces, eV/Å:
C 3.378 -1.114 1.316
C -1.288 1.336 0.148
C -2.605 1.616 -2.170
C 2.472 0.542 0.037
C 3.155 0.452 1.210
C 0.181 -0.338 1.193
C -1.147 -0.779 -2.293
C 1.341 0.937 -0.339
C 1.538 2.090 0.422
O -0.466 -0.964 1.705
Si 0.504 -0.783 -0.814
Si 2.294 1.101 -2.887
H -1.011 -0.365 -0.640
H -0.156 0.692 -0.071
H -0.118 -0.447 1.185
H 1.544 -1.323 -0.063
H -2.016 -0.135 0.207
H -0.620 -0.114 -0.902
H -0.170 -0.113 0.381
H -0.599 0.193 -1.490
H -0.436 1.233 -0.582
H -0.552 -0.957 0.089
H -0.117 -0.330 0.583
H -1.308 -0.002 0.453
H -0.130 -0.206 0.303
H -0.956 -0.732 1.034
H -0.061 0.209 0.099
H -0.546 -1.080 0.079
H 0.667 -0.668 1.009
H -2.772 0.048 0.801

HOMO level (alpha / beta), eV: -6.48 / -8.50
Molecular weight, g/mol: 198.4
F_max, Eh/bohr: 0.075
Charge: 0

***

# 2
Entry from OMol25: a molecular structure, C9H19Ag2F2NO at a distorted geometry (the ωB97M-V functional and the def2-TZVPD basis).

Each line ends with the Mulliken spin population.
Atoms and positions in Å:
Ag: -6.503860 -4.874847 0.766469  -0.01
Ag: -7.183780 -0.202656 2.732570  0.00
F: -5.311079 -1.867491 0.478781  0.04
F: -8.847352 -2.950295 2.249446  0.98
C: -0.667372 1.502545 -1.960404  0.04
C: 0.555087 0.869322 -1.383212  -0.02
C: 1.309015 2.081762 -0.734301  0.01
C: 2.297665 1.692838 0.363406  -0.01
C: 1.750527 0.797665 1.435748  0.01
C: 0.953424 -0.440950 0.872299  0.00
N: 0.084201 -0.072781 -0.327034  0.75
O: -0.789528 -1.164216 -0.725740  0.05
C: 1.960429 -1.503462 0.431563  0.07
C: 0.057824 -0.839507 2.027596  0.02
C: 1.407736 0.233420 -2.500390  0.07
H: -1.176930 0.734619 -2.542419  0.00
H: -1.277482 1.892263 -1.145551  -0.01
H: -0.514262 2.322512 -2.662055  0.00
H: 1.856210 2.483043 -1.587329  0.00
H: 0.652347 2.871289 -0.368893  0.00
H: 3.162154 1.171510 -0.047673  0.00
H: 2.671416 2.654075 0.716135  0.00
H: 1.201947 1.394844 2.164129  0.00
H: 2.587789 0.427547 2.027448  0.00
H: 1.551907 -2.448923 0.074717  0.00
H: 2.666791 -1.667160 1.245407  0.01
H: 2.726432 -1.267396 -0.307089  0.00
H: -0.572265 -0.043120 2.423657  0.00
H: 0.556114 -1.222508 2.918163  0.00
H: -0.572871 -1.692671 1.777713  0.00
H: 2.411939 0.262816 -2.077528  0.00
H: 1.234235 -0.840367 -2.571063  0.00
H: 1.370075 0.670662 -3.498144  0.00
H: -1.608484 -0.964380 -0.266423  0.01

Cartesian forces, eV/Å:
Ag 0.439 0.914 -0.234
Ag 0.494 -0.367 -0.670
F -0.915 -0.578 0.933
F 0.000 0.033 0.011
C -1.733 -0.542 -0.692
C -0.289 1.906 -0.021
C 0.665 -1.345 0.208
C 0.619 0.398 -0.999
C -0.222 0.432 -0.258
C 0.333 1.562 1.062
N 0.715 -2.098 -0.367
O 2.291 2.529 0.107
C 0.879 -0.795 -0.325
C -1.033 -1.440 0.319
C 0.910 -1.488 1.466
H -0.567 0.121 0.117
H -0.343 -0.072 -0.191
H 0.655 -0.042 0.216
H 0.015 0.257 0.114
H -0.358 -0.292 -0.053
H 0.108 0.149 -0.398
H 0.192 -0.249 0.542
H -0.670 -0.233 -0.191
H -0.075 -0.370 -0.100
H -0.361 0.070 0.385
H -0.608 -0.324 0.608
H -0.562 0.880 -0.559
H 0.021 0.231 -0.474
H 0.798 0.240 -0.293
H -0.236 0.029 -0.226
H 0.359 0.179 -0.572
H -0.422 0.003 -0.277
H -0.337 0.358 0.425
H -0.762 -0.057 0.384

HOMO level (alpha / beta), eV: -14.93 / -14.79
Spin multiplicity: 3
Molecular weight, g/mol: 411.0
F_max, Eh/bohr: 0.066
Charge: +2

***

# 3
Entry from OMol25: a molecular structure, C9H19Br6Cl2NNbO2 at a distorted geometry (the ωB97M-V functional and the def2-TZVPD basis).

Each line ends with the natural charge from an NBO analysis.
Atoms and positions in Å:
C: 0.115709 -1.133506 1.556482  -0.66
C: -0.078768 -0.450072 0.230536  -0.07
Cl: -1.373664 -1.183444 -0.707490  -0.07
C: 0.600492 0.611181 -0.207900  -0.50
Cl: 0.191243 1.262834 -1.766177  -0.03
Nb: 2.271074 1.742780 0.895554  1.61
O: 0.981890 3.271059 1.308496  -0.67
N: -0.359173 2.992927 1.169832  0.38
O: -0.925629 2.848622 2.191513  -0.32
H: 1.152043 -1.028603 1.888423  0.25
H: -0.548138 -0.705605 2.314381  0.22
H: -0.119228 -2.196386 1.465713  0.21
H: 2.969743 2.399615 -0.690949  -0.36
H: 3.758786 2.466136 1.683107  -0.35
H: 2.058716 0.962535 2.525829  -0.33
H: 3.183623 0.229750 0.563622  -0.31
Br: 0.619552 -1.874945 -3.423653  0.03
C: 1.156434 -1.984034 -5.278269  -0.47
C: 1.338369 -0.611674 -5.876049  -0.44
Br: -0.367197 0.250340 -6.236851  -0.02
H: 0.397981 -2.557777 -5.802296  0.22
H: 2.100528 -2.524794 -5.296395  0.22
H: 1.845451 -0.673408 -6.836123  0.22
H: 1.883395 0.048904 -5.209052  0.24
Br: 0.676337 2.337365 4.848188  0.04
C: 1.558673 1.712405 6.456311  -0.47
C: 3.035403 2.009533 6.468376  -0.45
Br: 4.040250 0.818890 5.315485  0.01
H: 1.363421 0.647149 6.532711  0.22
H: 1.075770 2.233304 7.281118  0.22
H: 3.437185 1.859789 7.468219  0.21
H: 3.244829 3.020612 6.133218  0.23
Br: -4.632380 -3.481242 -0.943342  -0.01
C: -5.482905 -2.038566 -1.926105  -0.45
C: -5.131863 -2.071154 -3.392036  -0.47
Br: -3.331558 -1.435746 -3.714450  0.03
H: -5.166986 -1.113087 -1.454702  0.24
H: -6.552474 -2.179452 -1.788755  0.22
H: -5.789930 -1.406702 -3.947854  0.22
H: -5.197002 -3.075533 -3.798670  0.22

Cartesian forces, eV/Å:
C 0.136 -0.062 -0.131
C 0.060 0.075 0.134
Cl -0.227 -0.048 0.013
C 0.274 -0.742 0.481
Cl -0.056 0.389 -0.261
Nb -1.610 1.921 -0.298
O -0.165 -1.192 -0.186
N -0.245 0.482 -0.241
O 0.100 0.035 0.230
H -0.151 0.105 0.006
H 0.071 -0.011 -0.028
H 0.025 0.068 -0.005
H 0.915 -0.323 0.476
H 0.172 -0.357 -0.107
H 1.012 -0.165 -0.139
H -0.279 -0.095 0.023
Br -0.090 -0.129 -0.075
C 0.062 0.005 0.117
C -0.026 -0.007 -0.073
Br -0.003 0.013 0.031
H 0.012 -0.004 -0.037
H 0.025 0.023 -0.029
H 0.003 -0.009 -0.010
H 0.008 0.006 0.007
Br 0.013 -0.022 0.092
C -0.142 0.104 -0.014
C 0.075 -0.066 0.018
Br -0.013 0.012 -0.044
H 0.007 -0.013 0.032
H 0.020 -0.028 0.043
H -0.011 0.032 0.023
H 0.002 0.014 0.004
Br 0.024 0.008 0.003
C -0.029 -0.061 0.020
C 0.058 0.091 -0.014
Br 0.055 -0.061 -0.068
H 0.003 0.010 0.005
H -0.014 0.010 -0.010
H -0.037 -0.001 0.022
H -0.033 -0.006 -0.011

HOMO level, eV: -5.35
Molecular weight, g/mol: 816.5
F_max, Eh/bohr: 0.049
Charge: -1

***

# 4
Entry from OMol25: 2 unconnected molecules or ions with the total composition C9H19ClSi at a distorted geometry (the ωB97M-V functional and the def2-TZVPD basis).

Each line ends with the natural charge from an NBO analysis.
Atoms and positions in Å:
C: -2.318094 -1.115749 -1.025749  -0.50
C: -1.336352 -0.362934 -0.487054  -0.33
C: 2.533951 -2.253576 -1.849224  -0.63
C: 2.597706 -0.191381 -0.296266  -0.60
C: -0.418337 0.202401 2.503379  -1.10
C: -3.142500 1.473321 1.685517  -1.01
C: -0.359581 2.359103 0.568706  -1.07
C: 0.962105 -0.269267 -2.156770  -0.15
C: 1.685732 -1.196543 -1.186877  -0.29
Si: -1.370866 0.791593 0.992311  1.49
Cl: 0.220658 -1.102471 -3.483142  -0.02
H: -3.209974 -1.161285 -0.409829  0.21
H: -2.320557 -1.693525 -1.967369  0.22
H: 2.621835 -2.956312 -0.944519  0.22
H: 3.407802 -1.719441 -2.266594  0.21
H: 1.893627 -2.706430 -2.728790  0.23
H: 1.875300 0.519904 0.091219  0.21
H: 2.966106 -0.746804 0.563091  0.21
H: 3.417883 0.214620 -0.834180  0.21
H: -0.860676 -0.630289 2.937812  0.23
H: 0.591484 -0.083477 2.279116  0.23
H: -0.454837 0.888455 3.312430  0.24
H: -2.912743 2.352354 2.213527  0.23
H: -3.855820 1.613897 0.957652  0.22
H: -3.559934 0.639224 2.347234  0.22
H: -0.480072 2.787920 -0.412472  0.23
H: -0.581087 3.088986 1.376423  0.23
H: 0.595016 2.127089 0.758292  0.22
H: 0.793675 0.795627 -2.116743  0.21
H: 1.018549 -1.665006 -0.421131  0.22

Cartesian forces, eV/Å:
C 1.688 0.947 0.599
C -1.780 -0.840 -0.616
C -1.788 -0.872 -0.226
C -2.118 -2.143 0.036
C -0.218 0.117 -1.179
C 2.125 -4.073 0.679
C -3.803 0.450 0.494
C -0.858 -1.817 0.442
C 0.642 2.800 1.271
Si -0.281 1.892 0.514
Cl -0.174 0.649 -0.112
H -0.390 -0.210 -0.128
H 0.268 0.435 0.498
H 0.962 0.402 -2.000
H 0.020 -1.002 0.346
H 1.627 0.389 1.903
H 0.375 0.567 -0.012
H 0.230 -0.068 0.061
H 0.511 0.596 -0.571
H -0.964 -1.986 0.613
H 0.657 0.087 -0.152
H 0.217 1.207 0.473
H 0.149 1.066 0.840
H -1.503 0.618 -1.806
H 0.573 1.298 -0.491
H -0.094 0.251 -0.241
H -0.229 -0.110 -0.640
H 3.885 -0.934 0.266
H 0.209 -0.058 0.088
H 0.063 0.347 -0.950

HOMO level (alpha / beta), eV: -8.50 / -7.89
Molecular weight, g/mol: 190.8
F_max, Eh/bohr: 0.090
Charge: 0

***

# 5
Entry from OMol25: a molecular structure, C9H19InNO at a distorted geometry (the ωB97M-V functional and the def2-TZVPD basis).

Each line ends with the natural charge from an NBO analysis.
Atoms and positions in Å:
In: 1.434881 -0.147911 -4.325123  1.00
C: -0.129996 2.019053 1.003862  -0.52
C: 0.777628 0.942439 0.428020  0.13
C: 1.303657 -0.095081 1.551835  -0.35
C: 0.215245 -1.134586 1.870998  -0.44
C: -0.300485 -1.811469 0.573313  -0.40
C: -0.850432 -0.852997 -0.540605  0.14
N: 0.212002 0.225290 -0.737224  0.37
O: 0.109171 0.945457 -1.878198  -0.48
C: -0.919923 -1.759685 -1.772302  -0.67
C: -2.169455 -0.254991 -0.167200  -0.59
C: 2.095896 1.705087 -0.022157  -0.62
H: -0.738502 2.393465 0.180678  0.22
H: 0.477605 2.786662 1.483131  0.31
H: -0.782583 1.600606 1.770098  0.26
H: 2.159319 -0.613108 1.118725  0.27
H: 1.388006 0.577519 2.405424  0.28
H: -0.647911 -0.688969 2.365463  0.24
H: 0.719573 -1.772489 2.596836  0.34
H: -1.198891 -2.395150 0.773998  0.28
H: 0.438581 -2.460695 0.103843  0.26
H: -1.357652 -1.265319 -2.639543  0.24
H: 0.043011 -2.155659 -2.094890  0.23
H: -1.619659 -2.586536 -1.650681  0.31
H: -2.149767 0.380445 0.718200  0.26
H: -2.467030 0.239754 -1.091745  0.25
H: -2.903683 -1.032809 0.042566  0.32
H: 1.988318 2.335377 -0.904920  0.25
H: 2.850101 0.974388 -0.314300  0.26
H: 2.562393 2.301447 0.761956  0.30
H: -0.539417 1.600463 -1.610058  0.54

Cartesian forces, eV/Å:
In 0.335 -0.101 -0.858
C -1.979 0.869 1.247
C 4.139 -2.262 -3.071
C -3.020 -0.558 0.131
C -0.078 1.205 -1.735
C -0.028 -0.211 1.687
C 4.231 -2.970 -0.968
N -3.303 2.483 3.472
O 1.302 -2.200 0.247
C -0.511 0.835 -1.216
C -1.068 1.679 0.274
C -0.027 -0.010 -1.240
H 0.044 0.509 0.100
H 0.064 -0.012 -0.367
H -0.040 -0.180 -0.053
H 0.396 0.563 0.361
H 0.999 -0.281 0.019
H 0.144 0.055 0.440
H -0.293 -0.842 0.042
H 0.316 -0.399 0.278
H 0.013 -0.024 0.040
H -0.049 0.400 -0.099
H 0.063 -0.099 0.388
H 0.179 -0.113 0.587
H -0.113 0.142 -0.324
H -0.470 0.554 0.234
H 0.349 -0.513 -0.083
H -0.279 0.274 0.209
H -0.072 -0.345 0.072
H -0.574 -0.082 0.296
H -0.670 1.635 -0.112

HOMO level, eV: -22.57
Molecular weight, g/mol: 272.1
F_max, Eh/bohr: 0.109
Charge: +3

***

# 6
Entry from OMol25: 2 unconnected molecules or ions with the total composition C9H19N2 at a distorted geometry (the ωB97M-V functional and the def2-TZVPD basis).

Each line ends with the natural charge from an NBO analysis.
Atoms and positions in Å:
C: -2.735330 0.034990 0.454125  -0.48
C: 0.333837 1.438174 2.286565  -0.40
C: -2.247959 -0.919620 -0.271260  -0.18
C: 0.349108 1.173847 0.986698  0.02
C: 0.118311 2.260706 -0.027409  -0.65
C: -0.326975 -0.085188 -2.109384  -0.72
C: 2.222180 -0.242066 0.265366  -0.63
C: -0.058231 -0.725419 -0.832872  0.22
C: 0.621297 -0.242800 0.413056  0.07
N: 0.298327 -2.052502 -0.910183  -0.85
N: 0.227854 -1.415876 1.407540  -0.79
H: -3.823276 0.001546 0.702557  0.24
H: -2.098136 0.735771 1.107916  0.23
H: 0.654289 0.782504 3.035567  0.20
H: 0.213692 2.467205 2.606611  0.23
H: -2.651074 -1.713417 -0.886671  0.21
H: -0.681273 1.966246 -0.661516  0.22
H: 1.050062 2.401788 -0.640351  0.23
H: -0.149367 3.164925 0.552114  0.24
H: -1.389276 0.402634 -2.095979  0.27
H: 0.392113 0.708519 -2.225079  0.23
H: -0.143867 -0.577954 -3.075217  0.26
H: 2.705546 -0.987806 -0.214369  0.21
H: 2.450752 0.656604 -0.327073  0.23
H: 2.700324 -0.056870 1.286655  0.24
H: -0.281262 -2.600153 -1.452644  0.40
H: 1.300644 -2.051330 -1.315506  0.39
H: 0.804657 -1.477927 2.232189  0.43
H: 0.203727 -2.069238 0.509085  0.46
H: -0.794463 -1.075996 1.634386  0.46

Cartesian forces, eV/Å:
C -0.734 0.803 2.479
C 0.374 1.048 -0.966
C 4.130 -0.070 -1.124
C -0.655 -0.886 -0.477
C 1.128 0.214 0.872
C -1.237 3.303 -1.427
C -1.664 3.507 2.386
C -5.296 -0.190 1.312
C 2.422 1.016 1.787
N 4.359 -1.296 -0.219
N -2.895 3.777 -0.748
H 0.773 0.386 -0.359
H -1.064 -0.928 -1.356
H 0.036 -1.199 1.030
H -0.134 -0.074 0.009
H -0.216 0.096 0.102
H -0.714 0.125 -0.693
H -0.935 0.172 0.489
H 0.283 -0.265 -0.742
H 2.159 -0.804 -0.484
H 0.162 0.957 -0.102
H -0.428 -0.906 0.756
H 1.157 -2.929 -1.355
H -0.024 -0.135 0.244
H -0.739 -0.378 -1.349
H -1.327 -1.355 -1.555
H -1.903 -0.763 0.675
H 0.236 -0.309 -0.006
H 0.452 -1.555 0.868
H 2.292 -1.361 -0.044

HOMO level, eV: -12.36
Molecular weight, g/mol: 155.3
F_max, Eh/bohr: 0.106
Charge: +1

***

- What is the formula in the sixth record?
  C9H19N2

***

- The lowest molecular weight belongs to which entry?
  C9H19N2

***

- Among the records above, which one has the highest charge?
  C9H19InNO

***

- What is the formula in the fifth record?
  C9H19InNO